The following is a quantum chemistry calculation of 3 unconnected molecules or ions with the total composition C4H16N2O3 at a distorted geometry, from OMol25.

As for the LUMO energy: 0.40 eV. For the relative energy (zero: lowest compared OMol25 entry of this formula, charge and spin), the calculation gives 39.4 kcal per mole. As for the HOMO-LUMO gap: 9.36 eV. As for the total energy: -13529.11143 eV. The net charge is 0. As for the multiplicity: 1.

Structure (XYZ):
```
25
Properties=species:S:1:pos:R:3:forces:R:3
N 1.98626 0.04992 -2.23555 -0.288 0.623 -0.643
C 1.33802 1.18613 -1.60295 -0.970 -0.840 0.843
C 1.55396 1.22651 -0.07849 1.400 1.231 0.518
C 0.94782 0.13375 0.76735 -0.102 -1.272 -0.886
N -0.52976 0.19714 0.61869 1.697 -0.055 0.886
C -1.25499 -0.62739 1.56888 -0.215 1.002 -1.249
O -1.60992 -1.86557 1.00490 0.217 -0.859 0.783
H 1.60603 -0.81189 -1.87391 0.280 -0.178 -0.063
H 2.99209 0.08855 -2.22012 0.069 -0.188 0.258
H 0.25743 1.06015 -1.82658 0.448 0.369 0.068
H 1.63147 2.16686 -1.98122 0.207 -0.317 -0.382
H 1.27988 2.21950 0.30687 -0.372 -0.236 -0.026
H 2.65573 1.22766 0.05159 -0.324 -0.224 0.029
H 1.39750 -0.84187 0.41929 -0.610 0.449 -0.106
H 1.25572 0.08512 1.81941 -0.293 0.895 -0.114
H -0.71115 -0.04179 -0.34695 -0.515 -0.284 0.133
H -0.65975 -0.82016 2.45072 0.283 -0.053 0.102
H -2.07769 0.01999 1.88829 -0.457 -0.987 0.280
H -2.47857 -1.93018 0.62500 -0.620 0.553 0.036
O -0.14139 -2.73590 -1.12340 0.610 -0.182 -0.216
H 0.31173 -2.88518 -0.29136 0.583 0.187 0.117
H -1.00177 -3.01012 -0.82893 -0.868 -0.008 -0.241
O -3.08953 2.16406 1.26110 -0.190 -0.082 -0.131
H -2.86229 1.22669 1.21336 -0.035 0.460 -0.113
H -2.79685 2.51805 0.41403 0.064 -0.005 0.117
```
Positions in Å, forces in eV/Å.

=====

The following is a quantum chemistry calculation of 4 unconnected molecules or ions with the total composition C4H16N2O5 at a distorted geometry, from OMol25.

As for the LUMO energy: 0.32 eV. For the relative energy (zero: lowest compared OMol25 entry of this formula, charge and spin), the calculation gives 19.9 kcal per mole. As for the HOMO-LUMO gap: 9.59 eV. As for the total energy: -17625.85739 eV. The net charge is 0. As for the multiplicity: 1.

Structure (XYZ):
```
27
Properties=species:S:1:pos:R:3:forces:R:3
C -0.15495 -0.98439 2.64272 0.510 -0.153 -0.807
C -0.83525 -0.14895 1.51773 0.506 -0.432 0.720
C -1.99694 -0.90945 0.85643 0.357 1.468 -1.340
O -2.09553 -0.58671 -0.54528 0.048 -0.582 -0.150
N 0.11333 0.29468 0.52798 0.546 0.049 0.095
C 0.92365 1.36018 0.79107 -0.387 0.640 -0.388
N 1.98034 1.50788 -0.07703 -0.742 -0.078 0.107
O 0.68544 2.20887 1.64252 0.152 -0.414 0.227
H -0.23344 -0.56465 3.64057 -0.442 -0.059 0.049
H -0.45670 -2.03146 2.59896 -0.172 -0.008 0.324
H 0.91052 -0.97903 2.42244 0.166 -0.061 0.047
H -1.13088 0.74421 2.02621 -0.736 0.695 -0.026
H -1.77124 -1.97195 0.86993 -0.511 -0.117 0.252
H -2.94119 -0.57350 1.27291 -0.096 -0.769 0.720
H -2.47706 0.28623 -0.67764 0.133 0.122 0.194
H 0.24873 -0.18442 -0.34372 -0.094 -0.365 -0.042
H 2.54009 2.31208 0.13985 0.388 -0.209 -0.284
H 2.26826 0.72304 -0.63869 0.446 0.106 0.037
O 0.40752 -0.94616 -2.96430 -0.291 0.109 -0.263
H 0.06581 -0.22075 -3.50057 0.047 -0.079 0.016
H -0.33330 -1.55670 -2.88067 -0.123 0.111 0.077
O -1.01965 2.68547 -1.80986 0.205 -0.018 0.031
H -0.18644 2.20347 -1.74213 -0.034 -0.109 0.038
H -0.84311 3.46729 -1.27531 -0.160 0.039 0.029
O 2.40014 -1.79404 -1.38893 0.025 -0.296 0.069
H 1.97585 -1.88313 -2.25602 0.085 0.335 0.210
H 1.95600 -2.45808 -0.84916 0.171 0.076 0.059
```
Positions in Å, forces in eV/Å.

=====

The following is a quantum chemistry calculation of 2 unconnected molecules or ions with the total composition C4H16N3 at a distorted geometry, from OMol25.

As for the LUMO energy (spin up / spin down): -7.46 / -13.60 eV. For the relative energy (zero: lowest compared OMol25 entry of this formula, charge and spin), the calculation gives 27.5 kcal per mole. As for the HOMO-LUMO gap (spin up / spin down): 11.40 / 5.17 eV. As for the total energy: -8857.96599 eV. The net charge is +2. As for the multiplicity: 2.

Structure (XYZ):
```
23
Properties=species:S:1:pos:R:3:forces:R:3
C -0.92536 -3.02809 -1.43307 0.129 -0.040 -0.038
C -0.65894 -1.53309 -1.37173 -0.262 -0.164 0.095
N 0.47070 -1.18452 -0.45338 -0.005 0.520 -0.070
H -1.94759 -3.21864 -1.73365 -0.214 0.006 -0.087
H -0.28565 -3.53835 -2.14826 0.164 0.038 0.013
H -0.78186 -3.49144 -0.45763 -0.056 -0.052 0.097
H -0.43790 -1.13354 -2.35684 0.091 0.096 -0.068
H -1.55550 -1.01088 -1.02400 0.019 0.001 0.099
H 0.50236 -1.84847 0.31995 -0.020 0.046 -0.035
H 0.52034 0.24647 -0.14333 0.223 -0.450 -0.198
H 1.35080 -1.30930 -0.94870 0.090 -0.204 -0.010
C 1.96465 1.50339 0.90255 -0.113 -0.414 0.012
N 0.71580 1.40084 0.07883 0.082 0.101 0.330
C -0.49608 2.01586 0.73018 0.057 0.679 -0.415
N -1.19447 1.02541 1.50508 1.294 -1.345 -0.804
H 2.79302 1.11710 0.31841 0.061 0.010 -0.159
H 2.16751 2.52687 1.18838 -0.027 0.181 0.042
H 1.85684 0.86070 1.77278 0.016 0.078 0.169
H 0.87909 1.87987 -0.81101 -0.229 0.101 0.043
H -1.15116 2.42533 -0.03816 -0.080 -0.106 0.128
H -0.14501 2.82548 1.38449 -0.208 -0.109 0.122
H -1.90529 0.44460 1.04485 -0.623 0.507 0.306
H -0.63981 0.47374 2.17756 -0.391 0.519 0.429
```
Positions in Å, forces in eV/Å.

=====

The following is a quantum chemistry calculation of 5 unconnected molecules or ions with the total composition C4H16NO2S at a distorted geometry, from OMol25.

As for the LUMO energy: -9.57 eV. For the relative energy (zero: lowest compared OMol25 entry of this formula, charge and spin), the calculation gives 165.8 kcal per mole. As for the HOMO-LUMO gap: 3.40 eV. As for the total energy: -20815.05531 eV. The net charge is +1. As for the multiplicity: 1.

Structure (XYZ):
```
24
Properties=species:S:1:pos:R:3:forces:R:3
C 1.72721 2.62261 -1.08985 -2.042 -1.805 -0.901
C -4.92485 -0.24159 -0.22713 0.787 0.794 1.001
C -4.27078 0.66031 0.51168 -0.183 -0.844 0.584
S -0.42772 -0.22140 -0.35552 0.478 0.059 -1.525
C -0.16731 -1.38145 -1.67912 -0.929 0.035 0.055
N 2.44454 1.46949 -0.56458 -0.569 1.163 0.919
H 1.83164 3.59316 -0.60155 0.486 -0.211 0.209
H 0.61432 2.30462 -1.14350 1.433 0.655 0.184
H -4.44124 -1.18568 -0.46084 -0.403 0.093 -0.312
H -5.95546 -0.01629 -0.43367 -0.213 -0.412 -0.538
H -3.30374 0.43845 0.96422 0.059 0.076 -0.345
H -4.76671 1.52043 0.94066 0.014 0.245 -0.369
H 0.78397 -1.19119 -2.21417 -0.104 0.211 0.327
H -1.00873 -1.31459 -2.37305 0.296 0.083 -0.061
H -0.07702 -2.40903 -1.30510 0.205 0.119 0.293
H 1.95416 0.87953 0.08854 0.374 0.227 0.208
H 1.99393 2.69757 -2.15413 -0.137 0.378 0.101
H 3.35122 1.70229 -0.17302 0.241 -0.566 -0.256
H 0.56856 -1.27657 1.12167 0.032 -0.316 0.751
H 0.66787 -2.15146 2.45945 -0.197 0.186 -0.064
O 1.10974 -1.88677 1.64675 0.287 -0.334 -0.201
H 2.69875 -1.07968 1.71129 0.432 -0.134 0.242
H 4.23657 -0.73055 1.93300 -0.062 -0.270 0.108
O 3.39996 -0.41585 1.58943 -0.284 0.569 -0.410
```
Positions in Å, forces in eV/Å.

=====

The following is a quantum chemistry calculation of 3 unconnected molecules or ions with the total composition C4H16NO3 at a distorted geometry, from OMol25.

As for the LUMO energy: -2.97 eV. For the relative energy (zero: lowest compared OMol25 entry of this formula, charge and spin), the calculation gives 39.2 kcal per mole. As for the HOMO-LUMO gap: 11.78 eV. As for the total energy: -12032.93089 eV. The net charge is +1. As for the multiplicity: 1.

Structure (XYZ):
```
24
Properties=species:S:1:pos:R:3:forces:R:3
C 0.25302 -1.05679 1.36734 2.099 0.836 1.163
O -0.26361 -0.72479 2.65540 -0.791 1.190 -0.760
C 0.22445 0.28223 0.54998 0.636 0.562 1.501
C 0.17767 0.12654 -0.94784 -0.257 -1.327 -1.026
C 0.79522 1.21436 -1.82788 2.085 -0.227 -0.375
N -1.08786 0.95184 0.96019 1.210 3.631 -0.124
H 1.37753 -1.40661 1.48773 -2.423 0.352 -0.737
H -0.44944 -1.77435 0.97881 0.286 -0.612 -0.749
H 0.12126 -1.13105 3.41037 0.791 -0.806 0.565
H 1.06550 0.96475 0.99218 -1.463 -1.154 -1.189
H 0.56616 -0.88379 -1.23067 0.050 0.933 0.423
H -0.88837 0.03279 -1.28072 0.654 0.114 0.588
H 1.37446 0.69672 -2.64796 -0.876 0.794 0.737
H -0.00443 1.78106 -2.24546 -0.327 0.752 -0.499
H 1.57613 1.91367 -1.37452 -1.232 -1.045 -0.176
H -1.80846 0.28783 0.96392 -1.597 -1.380 -0.178
H -1.44162 1.73154 0.28956 1.096 -1.647 1.270
H -0.99912 1.35996 1.90899 -0.118 -0.377 -0.579
H -2.99292 -0.76044 -1.03425 -0.347 -0.237 0.272
H -3.60968 -0.91423 0.41963 -0.129 -0.108 -0.609
O -3.16318 -0.31375 -0.19528 0.078 0.028 0.353
H 3.19366 -0.52433 -0.39277 0.509 0.621 1.349
H 3.01968 -1.41350 -1.50319 -0.080 1.327 -0.503
O 2.96397 -0.43966 -1.30357 0.145 -2.219 -0.719
```
Positions in Å, forces in eV/Å.

=====

The following is a quantum chemistry calculation of 4 unconnected molecules or ions with the total composition C4H16NO4 at a distorted geometry, from OMol25.

As for the LUMO energy: -2.97 eV. For the relative energy (zero: lowest compared OMol25 entry of this formula, charge and spin), the calculation gives 34.0 kcal per mole. As for the HOMO-LUMO gap: 10.79 eV. As for the total energy: -14080.80424 eV. The net charge is +1. As for the multiplicity: 1.

Structure (XYZ):
```
25
Properties=species:S:1:pos:R:3:forces:R:3
C 1.25044 -1.33286 -0.17968 -0.071 1.061 -1.217
C 0.17303 -1.47034 0.84084 1.026 1.028 3.011
C -1.20647 -0.84123 0.64103 -0.900 -1.211 0.897
C -1.62478 -0.84401 -0.79391 -1.242 0.810 0.503
O -1.54934 0.13642 -1.48397 -0.116 -0.614 -0.331
N 0.66968 -0.62083 2.13328 -0.547 -1.255 -2.072
H 2.23559 -1.59721 0.20595 -0.167 -0.535 -0.052
H 1.37191 -0.31082 -0.57215 -0.349 -0.159 0.162
H 0.95546 -1.92127 -1.05706 0.460 -0.099 0.178
H 0.24558 -2.48481 1.24501 -0.813 0.014 -0.295
H -1.32639 0.11533 1.15696 0.623 0.337 -0.985
H -1.99603 -1.39314 1.19811 0.591 -0.440 -0.431
H -2.19513 -1.75658 -1.05205 0.376 0.056 -0.724
H 0.62107 0.35945 1.81524 0.147 0.625 0.295
H 1.61833 -0.89821 2.34989 -0.044 -0.072 0.767
H -0.05518 -0.70775 2.84081 0.621 -0.295 0.544
H -0.39838 2.52902 1.94293 -0.340 0.418 0.399
H 0.58601 2.28563 0.80256 -0.675 -0.160 -0.175
O 0.07855 1.83257 1.50514 0.989 0.104 0.127
H 0.09450 0.13453 -3.82017 0.116 0.177 -0.069
H 1.24521 1.00164 -3.22823 -0.123 -0.050 -0.265
O 0.61092 0.30551 -3.02679 0.233 -0.075 0.249
H -0.51324 1.71076 -1.31822 -0.011 0.164 0.056
H -0.73862 3.23970 -1.21533 0.145 -0.119 -0.049
O -0.15271 2.52848 -0.93019 0.071 0.290 -0.522
```
Positions in Å, forces in eV/Å.